Record 1
ORCA calculation (wB97M-V/def2-TZVPD) on a gas-phase ion, C10H19N3S (charge +2) at a distorted geometry.

Geometry as XYZ:
```
33
Properties=species:S:1:pos:R:3
N 4.6288 0.0332 0.2017
C 3.7608 -0.4377 -0.9143
C 2.3567 0.3325 -1.1026
C 1.3512 0.1080 0.0332
S 1.8313 0.8175 1.6702
C -0.1261 0.7746 -0.2216
N -0.3028 1.9543 -0.8406
C -1.6172 2.2098 -0.8309
C -2.3080 1.1358 -0.4005
N -1.3197 0.2186 0.0327
C -1.5658 -0.9629 0.7600
C -3.0852 -1.3317 0.6480
C -4.0880 -0.1984 0.9514
C -3.7923 1.1107 0.0237
H 4.6441 1.0918 0.3200
H 5.6479 -0.1759 0.1258
H 4.3177 -0.3281 1.1105
H 3.6610 -1.5661 -0.8322
H 4.2769 -0.4200 -1.9223
H 1.9956 -0.1502 -1.9080
H 2.7372 1.3009 -1.3000
H 1.2480 -0.8925 0.0929
H 1.1950 -0.0006 2.4331
H 0.4590 2.5697 -1.0341
H -1.9748 3.0883 -1.2406
H -1.1661 -0.8531 1.9000
H -1.0434 -1.7681 0.3128
H -3.2314 -2.1622 1.2904
H -3.2661 -1.6897 -0.3351
H -3.8742 0.0722 2.0056
H -5.1328 -0.5088 0.9044
H -4.1416 1.9713 0.6239
H -4.3994 0.8292 -0.9348
```

Calculated values
Total charge = +2
LUMO level = -6.146 eV
Orbital gap = 0.355 hartree
Energy above the lowest of the compared OMol25 structures with the same formula, charge and spin = 0.0 kcal per mole
F_max = 5.1 eV/A
HOMO = -0.58087 Ha
Structure (SMILES) = [NH3+]CC[C@@H](S)c1[nH+]cc2n1CCCC2

Mulliken atomic charge list, values in e, 5 entries: N -0.260; C -0.883; C -0.885; C -0.031; S -0.156

---

Record 2
ORCA calculation (wB97M-V/def2-TZVPD) on a single C8H8BrN3S molecule.

Geometry as XYZ:
```
21
Properties=species:S:1:pos:R:3
N 0.3030 3.1417 -0.3523
C 0.1337 2.1799 0.6316
C 0.3780 2.2168 1.9911
C 0.0974 0.9178 2.4332
N -0.2872 0.1443 1.4413
N -0.2565 0.9159 0.3433
C -0.5976 0.3755 -0.9539
C -0.3668 -1.0984 -0.9605
C 0.8017 -1.7570 -1.1909
C 0.6909 -3.1573 -1.0607
C -0.5720 -3.5309 -0.7241
Br -1.1896 -5.2841 -0.4620
S -1.6466 -2.1883 -0.5559
H 0.4469 4.0638 0.0329
H -0.4102 3.1432 -1.0683
H 0.7090 3.0541 2.5700
H 0.1564 0.5264 3.4290
H -1.6502 0.5894 -1.1850
H 0.0410 0.8563 -1.7030
H 1.7193 -1.2596 -1.4484
H 1.4995 -3.8496 -1.2076
```

Calculated values
LUMO level = 0.605 eV
Orbital gap = 0.326 hartree
Energy above the lowest of the compared OMol25 structures with the same formula, charge and spin = 0.0 kcal per mole
F_max = 0.8 eV/A
HOMO = -0.30333 Ha
Structure (SMILES) = Nc1ccnn1Cc1ccc(Br)s1

Mulliken atomic charge list, values in e, 5 entries: N -0.531; C 0.589; C -0.678; C -0.436; N -0.890

---

Record 3
ORCA calculation (wB97M-V/def2-TZVPD) on a single C5H7NO molecule at a distorted geometry.

Geometry as XYZ:
```
14
Properties=species:S:1:pos:R:3
C -0.9032 1.4600 1.1290
C -0.2968 0.1700 0.7058
O 0.0613 -0.6360 1.5667
C -0.1061 -0.2193 -0.8361
C 1.3848 -0.3548 -1.2728
C -0.7781 -1.4682 -0.4476
N -0.7613 -2.2895 0.3775
H -0.9027 1.3773 2.2133
H -1.9245 1.6462 0.7783
H -0.2611 2.2789 0.7959
H -0.6223 0.3792 -1.6073
H 2.0169 -0.6389 -0.4283
H 1.5215 -1.1024 -2.0630
H 1.7603 0.5971 -1.6756
```

Calculated values
LUMO level = 0.486 eV
Orbital gap = 0.385 hartree
Energy above the lowest of the compared OMol25 structures with the same formula, charge and spin = 62.3 kcal per mole
F_max = 3.7 eV/A
HOMO = -0.36677 Ha
Structure (SMILES) = CC(=O)[C@@H](C)C#N

Mulliken atomic charge list, values in e, 5 entries: C -1.131; C 0.441; O -0.515; C 0.531; C -1.175

---

Record 4
ORCA calculation (wB97M-V/def2-TZVPD) on 8 unconnected molecules or ions with the total composition C5H24NO9 at a distorted geometry.

Geometry as XYZ:
```
39
Properties=species:S:1:pos:R:3
O -0.5606 2.4297 1.5797
C -1.1917 1.3365 1.2895
N -0.5728 0.1770 1.4169
C -1.3700 -1.0215 1.1016
C -0.9298 -1.3426 -0.3308
C 0.5215 -1.9616 -0.4610
O 0.4940 -3.3543 -0.5354
C -2.5424 1.5748 0.7493
H 0.6096 -0.9475 2.5796
H -2.4049 -0.7787 1.1809
H -1.2529 -1.7944 1.9326
H -1.4151 -2.1746 -0.8750
H -1.0389 -0.4080 -1.0619
H 1.0199 -1.7400 -1.4224
H 1.1310 -1.6125 0.5294
H -2.6869 1.1484 -0.2609
H -2.6242 2.6901 0.7257
H -3.2882 1.0856 1.3376
H 1.6053 -0.6102 3.8376
H 1.0411 -3.6278 2.1066
O 0.9742 -1.3107 3.4180
H -0.3476 1.8756 -0.5606
H 0.6778 2.7218 -0.0977
O 0.1158 2.5584 -0.8825
H 0.4142 -3.6715 0.4240
H -0.0855 -3.2272 2.8989
O 0.1712 -3.9311 2.2753
H -0.1400 0.4126 -2.8927
H -0.7219 1.9027 -3.1455
O -0.6984 0.9382 -3.5689
H 2.3944 -2.7211 -3.0992
H 2.6814 -1.3779 -2.7148
O 2.9189 -1.9869 -3.3646
H 1.7914 1.4403 1.7498
H 1.4361 0.4041 0.6623
O 1.9704 1.2373 0.7712
H -1.0214 4.0070 -2.2407
H -0.0346 4.9300 -1.8118
O -0.4674 4.5844 -2.6668
```

Calculated values
Total charge = -1
LUMO level = 2.891 eV
Orbital gap = 0.282 hartree
Energy above the lowest of the compared OMol25 structures with the same formula, charge and spin = 85.4 kcal per mole
F_max = 5.4 eV/A
HOMO = -0.17578 Ha

Mulliken atomic charge list, values in e, 5 entries: O -0.794; C 0.013; N -0.147; C -0.596; C 0.166